A molecular structure, C41H57N6O4P2PbS in a non-equilibrium geometry, computed with the ωB97M-V functional and the def2-TZVPD basis.

Last column: Löwdin charge in e.
Geometry (Å):
Pb1 -1.281 0.305 0.493  1.199
C1 -1.370 -1.842 -4.920  -0.068
C2 0.094 -1.896 -4.476  -0.442
C3 1.017 -1.143 -5.438  -0.081
P1 0.256 -1.277 -2.748  1.048
C4 0.316 0.552 -2.654  -0.465
C5 1.665 1.094 -3.136  -0.071
C6 -0.883 1.251 -3.287  -0.081
C7 1.580 -1.978 -1.836  -0.234
C8 2.425 -2.880 -2.528  -0.066
C9 3.536 -3.438 -1.958  -0.277
C10 4.448 -4.362 -2.717  -0.045
C11 3.803 -3.091 -0.618  -0.007
C12 3.024 -2.197 0.061  -0.019
C13 1.876 -1.561 -0.508  -0.308
N1 1.141 -0.673 0.204  -0.061
C14 1.838 0.062 1.187  -0.410
C15 3.007 0.758 0.858  -0.041
C16 3.637 1.580 1.772  -0.029
C17 3.140 1.738 3.062  -0.270
C18 3.791 2.667 4.052  -0.042
C19 2.000 1.029 3.408  -0.057
C20 1.341 0.205 2.500  -0.357
P2 -0.244 -0.626 2.823  1.014
C21 0.209 -2.380 3.277  -0.495
C22 0.094 -3.334 2.088  -0.093
C23 1.590 -2.463 3.922  -0.092
C24 -1.078 0.040 4.338  -0.524
C25 -0.462 -0.325 5.689  -0.099
C26 -1.302 1.549 4.191  -0.115
H1 -1.445 -2.218 -5.940  0.097
H2 -1.759 -0.825 -4.904  0.075
H3 -2.005 -2.461 -4.288  0.079
H4 0.410 -2.940 -4.471  0.095
H5 0.658 -0.131 -5.621  0.073
H6 1.032 -1.665 -6.394  0.095
H7 2.040 -1.093 -5.064  0.080
H8 0.288 0.711 -1.575  0.010
H9 1.703 1.194 -4.219  0.069
H10 2.488 0.454 -2.813  0.078
H11 1.823 2.081 -2.700  0.091
H12 -0.844 1.215 -4.377  0.075
H13 -0.883 2.300 -2.989  0.087
H14 -1.824 0.818 -2.951  0.069
H15 2.196 -3.133 -3.557  0.099
H16 4.091 -4.516 -3.734  0.076
H17 4.516 -5.334 -2.226  0.084
H18 5.456 -3.948 -2.766  0.085
H19 4.645 -3.550 -0.114  0.125
H20 3.271 -1.948 1.084  0.108
H21 3.397 0.664 -0.148  0.120
H22 4.526 2.122 1.471  0.116
H23 4.646 3.175 3.609  0.076
H24 4.135 2.119 4.930  0.085
H25 3.083 3.424 4.394  0.082
H26 1.613 1.135 4.413  0.099
H27 -0.554 -2.667 4.007  0.108
H28 0.840 -3.117 1.324  0.060
H29 -0.898 -3.274 1.637  0.054
H30 0.251 -4.360 2.429  0.094
H31 2.370 -2.200 3.208  0.067
H32 1.770 -3.485 4.262  0.090
H33 1.684 -1.798 4.779  0.066
H34 -2.061 -0.439 4.268  0.107
H35 0.556 0.047 5.797  0.064
H36 -0.453 -1.400 5.859  0.071
H37 -1.062 0.129 6.480  0.086
H38 -0.363 2.092 4.090  0.061
H39 -1.831 1.928 5.066  0.088
H40 -1.917 1.755 3.315  0.043
C27 -3.149 5.661 -1.735  -0.072
C28 -2.928 5.248 -0.285  -0.217
N2 -1.941 4.176 -0.168  0.005
C29 -0.729 4.189 0.361  -0.735
S1 0.096 2.715 0.736  0.646
N3 -0.046 5.299 0.654  0.003
C30 -0.180 6.669 0.158  -0.222
C31 -0.523 7.642 1.280  -0.074
H41 -3.900 6.449 -1.792  0.082
H42 -3.502 4.809 -2.315  0.071
H43 -2.226 6.025 -2.188  0.067
H44 -3.862 4.858 0.122  0.119
H45 -2.632 6.093 0.331  0.094
H46 -2.294 3.270 -0.457  -0.023
H47 0.814 5.110 1.144  0.112
H48 -0.923 6.701 -0.632  0.088
H49 0.780 6.944 -0.283  0.123
H50 -1.472 7.378 1.747  0.071
H51 -0.595 8.657 0.890  0.081
H52 0.251 7.624 2.047  0.078
O1 -3.351 0.322 1.910  -0.320
N4 -4.573 0.214 1.591  -0.018
C32 -5.029 0.758 0.488  -0.313
C33 -4.210 1.591 -0.320  -0.110
N5 -3.383 2.247 -0.791  0.166
C34 -6.384 0.543 0.099  -0.188
N6 -7.450 0.393 -0.305  0.160
O2 -2.967 -4.255 0.704  0.106
C35 -2.102 -4.713 -0.193  -0.259
C36 -1.787 -6.074 -0.140  0.015
C37 -0.905 -6.627 -1.038  -0.037
C38 -0.310 -5.841 -2.029  -0.057
C39 -0.601 -4.504 -2.088  -0.015
C40 -1.481 -3.900 -1.174  -0.062
C41 -1.759 -2.481 -1.162  -0.412
O3 -1.173 -1.622 -2.070  -0.159
O4 -2.532 -1.952 -0.386  -0.015
H53 -3.119 -3.301 0.569  0.093
H54 -2.256 -6.670 0.630  0.131
H55 -0.677 -7.683 -0.983  0.118
H56 0.368 -6.285 -2.745  0.111
H57 -0.153 -3.899 -2.855  0.071

Summary:
- Kohn-Sham gap: 6.71 eV
- Charge: +1
- E_tot: -3499.57499 Eh
- F_max: 2.12 eV Å⁻¹